The following is a DFT calculation (ωB97M-V/def2-TZVPD) of C4H8N3P in the gas phase at a distorted geometry.

Positions of all 16 atoms, in Å:
C 2.6677 0.3976 -0.1873
C 0.5771 -0.6827 -0.4765
C 0.8711 1.7608 0.0732
C -1.6642 -2.0623 -0.1686
N 3.3319 -0.6383 -0.0260
N 4.1333 -1.4063 -0.0136
N 1.2952 0.4253 -0.3556
P -1.1338 -0.3192 -0.1951
H 3.2880 1.1923 0.1588
H -0.1387 1.9791 -0.0982
H 1.1145 1.9781 1.2125
H 1.2515 2.5431 -0.5971
H -1.9196 -2.4105 -1.1284
H -2.3548 -2.2693 0.5861
H -0.8854 -2.6629 0.2420
H -0.7716 -0.0700 1.2461

Values from the calculation:
Max |F| (eV/A): 2.97
LUMO energy (eV): 0.580
HOMO-LUMO gap (Ha): 0.308
Multiplicity: 1
Charge: 0

The following is a DFT calculation (ωB97M-V/def2-TZVPD) of a molecular structure, C37H26AsBrCl5N2SSn.

Positions of all 74 atoms, in Å:
Sn -0.5046 0.4252 1.3202
Cl 1.9399 -0.4568 2.7148
C 1.2995 0.8667 3.6278
C 0.1320 1.4398 3.1587
C -0.4681 2.4612 3.8653
Cl -1.9571 3.1203 3.2946
C 0.1331 2.9547 5.0237
Cl -0.6062 4.2123 5.8998
C 1.3454 2.4008 5.4606
Cl 2.1002 3.0090 6.8540
C 1.9381 1.3375 4.7634
Cl 3.4086 0.6504 5.2828
C -3.5918 -3.1441 -2.6107
C -3.2738 -1.7751 -2.0887
C -4.0199 -0.6530 -2.4504
C -3.7638 0.5817 -1.8677
C -2.7464 0.6266 -0.9449
Br -2.3571 2.2315 0.0239
N -1.9804 -0.3953 -0.6057
C -2.2438 -1.5820 -1.1763
H -3.9981 -3.1040 -3.6193
H -4.3485 -3.6071 -1.9733
H -2.7175 -3.7931 -2.6017
H -4.8186 -0.7389 -3.1775
H -4.3399 1.4641 -2.1089
H -1.6122 -2.4074 -0.8729
C 2.1897 -3.2516 -2.7970
C 2.2203 -3.0336 -1.4216
C 1.8151 -1.8129 -0.9128
C 1.4043 -0.8017 -1.7832
C 1.3816 -1.0115 -3.1599
C 1.7836 -2.2438 -3.6597
As 1.0400 0.9078 -1.0216
C 0.4585 2.1477 -2.3376
C 1.0408 3.4163 -2.3498
C 0.7357 4.2801 -3.3888
C -0.1618 3.8928 -4.3768
C -0.7592 2.6347 -4.3418
C -0.4742 1.7649 -3.3058
C 2.6825 1.5243 -0.2651
C 2.6751 2.5136 0.7180
C 3.8780 3.0072 1.1936
C 5.0757 2.5123 0.6874
C 5.0751 1.5332 -0.2976
C 3.8772 1.0167 -0.7710
H 2.4921 -4.2113 -3.1953
H 2.5647 -3.8150 -0.7569
H 1.8432 -1.6283 0.1570
H 1.1043 -0.2171 -3.8383
H 1.7900 -2.4081 -4.7292
H 1.7409 3.7125 -1.5801
H 1.1989 5.2568 -3.4267
H -0.4126 4.5802 -5.1740
H -1.4512 2.3439 -5.1209
H -0.9636 0.7992 -3.2503
H 1.7353 2.8975 1.1047
H 3.8879 3.7735 1.9575
H 6.0154 2.8909 1.0670
H 6.0101 1.1673 -0.7001
H 3.8783 0.2549 -1.5394
S -3.9822 -1.4958 3.8344
C -3.1131 -0.3040 3.0124
N -2.1034 -0.7390 2.2963
C -1.9665 -2.1249 2.3718
C -0.9933 -2.9005 1.7401
C -0.9745 -4.2554 1.9829
C -1.9282 -4.8460 2.8275
C -2.9165 -4.0938 3.4258
C -2.9218 -2.7182 3.1961
H -3.3738 0.7438 3.0890
H -0.2746 -2.4321 1.0665
H -0.2218 -4.8793 1.5198
H -1.8906 -5.9122 3.0041
H -3.6604 -4.5612 4.0576

Values from the calculation:
Max |F| (eV/A): 0.97
LUMO energy (eV): -10.570
HOMO-LUMO gap (Ha): 0.216
Multiplicity: 1
Charge: +3

The following is a DFT calculation (ωB97M-V/def2-TZVPD) of a molecular structure, C24H45BrIrP2 at a distorted geometry.

Positions of all 73 atoms, in Å:
Ir 0.7993 0.4032 0.4622
C 1.3345 2.4772 -1.8403
C 2.2735 1.6483 -2.4620
C 0.6559 0.2251 -1.5294
C 0.3248 1.6664 -1.1659
C 1.9560 0.3138 -2.2393
C 1.2756 3.9287 -2.0483
H 2.2215 4.4277 -1.7971
H 0.4793 4.4039 -1.4765
H 1.0840 4.1385 -3.1137
C -1.0702 2.1518 -1.1093
H -1.1070 3.1636 -0.6746
H -1.6943 1.4789 -0.5008
H -1.4887 2.2011 -2.1358
C -0.4286 -0.6503 -2.0468
H -1.0704 -0.1158 -2.7650
H -1.0504 -1.0091 -1.2140
H 0.0069 -1.5050 -2.5687
C 2.7114 -0.8287 -2.7738
H 3.7818 -0.7229 -2.5256
H 2.6371 -0.8889 -3.8711
H 2.3534 -1.7730 -2.3437
C 3.3853 2.1543 -3.3168
H 3.0193 2.7904 -4.1367
H 3.9360 1.3207 -3.7661
H 4.0959 2.7612 -2.7365
C -0.1742 -0.1480 2.3320
C 0.8367 0.7845 2.6554
C 2.1456 0.3213 3.2413
C 2.9342 -0.6846 2.3629
C 2.4202 -0.9167 0.9578
C 1.3707 -1.8441 0.7064
C 0.6240 -2.5364 1.8124
C -0.0440 -1.5811 2.8176
H 1.9417 -0.1381 4.2183
H 2.9760 -1.6517 2.8850
H 2.7755 1.1869 3.4570
H 0.4902 -1.6308 3.7793
H -1.2225 0.2074 2.2618
H 0.5378 1.8231 2.8164
H -1.0524 -1.9634 3.0370
H -0.1704 -3.1494 1.3527
H 1.3373 -2.3215 -0.2847
H 1.2896 -3.2439 2.3455
H 3.9731 -0.3425 2.2821
H 3.1483 -0.7741 0.1408
P -2.0379 2.4610 1.9339
C -2.9772 3.7555 0.9881
H -3.6450 4.3097 1.6541
H -3.5622 3.2981 0.1843
H -2.2688 4.4604 0.5442
C -3.5473 1.4593 2.3442
H -4.1929 2.0269 3.0285
H -3.2261 0.5299 2.8319
H -4.0936 1.2189 1.4220
C -2.0138 3.4118 3.5061
H -3.0435 3.7342 3.7181
H -1.3612 4.2861 3.3864
H -1.6411 2.7732 4.3168
P -1.1375 -3.4932 -1.2109
C -0.5018 -4.5308 -2.6087
H -1.0931 -5.4533 -2.6697
H 0.5455 -4.7806 -2.3950
H -0.5611 -3.9811 -3.5559
C -1.5336 -4.8974 -0.0952
H -1.9558 -5.7129 -0.6929
H -2.2542 -4.5614 0.6584
H -0.6046 -5.2240 0.3881
C -2.8343 -3.2627 -1.8941
H -3.3249 -4.2362 -2.0168
H -2.7976 -2.7455 -2.8618
H -3.4127 -2.6509 -1.1908
Br 2.5169 2.2472 0.8057

Values from the calculation:
Max |F| (eV/A): 4.85
LUMO energy (alpha / beta) (eV): -5.270 / -10.206
HOMO-LUMO gap (alpha / beta) (Ha): 0.258 / 0.119
⟨S²⟩: 8.766
Multiplicity: 6
Charge: +2

The total energy results, record by record, are as follows: -18030.8707; -251905.4224; -117055.8092 eV.